This record from the OMol25 dataset describes one molecule with the formula C5H12O2. The level of theory is the ωB97M-V functional and the def2-TZVPD basis.

Results
Relative energy (zero: lowest compared OMol25 entry of this formula, charge and spin)   52.9 kJ/mol
HOMO-LUMO gap   10.90 eV
SMILES   CC[C@@H](O)[C@@H](C)O
LUMO energy   0.8 eV
F_max   0.321 eV/A

```
19
Properties=species:S:1:pos:R:3:forces:R:3
C 2.307 0.185 1.361 0.06 -0.01 -0.02
C 0.845 0.534 1.096 -0.07 0.01 0.01
C 0.351 -0.007 -0.249 0.02 0.26 -0.04
O 0.546 -1.407 -0.348 -0.16 -0.15 0.19
C -1.121 0.331 -0.502 0.20 0.15 -0.20
C -1.625 -0.212 -1.834 -0.01 -0.03 -0.02
O -1.839 -0.255 0.583 -0.29 0.06 0.01
H 2.460 -0.894 1.270 0.00 0.16 0.04
H 2.971 0.678 0.641 -0.10 -0.06 0.09
H 2.612 0.494 2.367 -0.05 -0.03 -0.15
H 0.205 0.121 1.885 0.10 0.04 -0.10
H 0.701 1.623 1.118 0.00 -0.15 -0.04
H 0.947 0.434 -1.060 -0.08 -0.06 0.10
H -0.094 -1.799 0.265 0.13 -0.05 -0.11
H -1.232 1.428 -0.476 0.03 -0.17 0.03
H -1.687 -1.303 -1.782 0.04 0.13 -0.04
H -2.618 0.186 -2.075 0.14 -0.05 0.07
H -0.947 0.048 -2.653 -0.08 0.03 0.11
H -2.781 -0.183 0.392 0.11 -0.07 0.07
```
Positions in Å, forces in eV/Å.